57
Properties=species:S:1:pos:R:3:mulliken_charge:R:1 method="wB97M-V/def2-TZVPD" relative_energy_kcal_mol=33.88 homo_lumo_gap_ha=0.311 smiles="CCCCN(CCCC)S(=O)(=O)c1ccc(C(=O)Nc2nnc(CSC)o2)cc1" total_charge=0 e_homo_ha=-0.3231 total_energy_ev=-55977.9187
C 0.620 -3.553 6.606 -1.15
C 1.223 -4.319 5.433 -0.65
C 0.477 -4.084 4.120 -0.07
C 0.578 -2.633 3.641 -1.31
N 0.223 -2.452 2.246 0.51
C -1.149 -2.698 1.849 -1.00
C -2.083 -1.563 2.273 -0.98
C -1.706 -0.214 1.661 -0.11
C -2.091 -0.102 0.191 -1.07
S 1.340 -3.053 1.154 1.45
O 2.638 -2.975 1.753 -0.76
O 0.919 -4.301 0.581 -0.72
C 1.231 -1.786 -0.113 0.19
C 0.751 -2.081 -1.375 -0.31
C 0.656 -1.070 -2.315 -0.86
C 1.023 0.233 -1.983 0.80
C 0.881 1.270 -3.043 0.35
O 0.945 1.033 -4.222 -0.63
N 0.646 2.541 -2.547 -0.05
C 0.498 3.671 -3.297 0.47
N 0.301 4.856 -2.804 -0.59
N 0.221 5.692 -3.861 -0.38
C 0.371 4.981 -4.931 0.66
C 0.293 5.434 -6.326 -0.76
S -1.468 5.697 -6.775 -0.10
C -1.785 7.187 -5.793 -0.77
O 0.554 3.667 -4.635 -0.18
C 1.535 0.508 -0.715 -0.73
C 1.640 -0.508 0.218 -1.11
H 0.718 -2.480 6.463 0.30
H 1.129 -3.820 7.529 0.38
H -0.435 -3.794 6.716 0.30
H 2.268 -4.030 5.305 0.34
H 1.199 -5.387 5.657 0.34
H -0.571 -4.366 4.246 0.25
H 0.911 -4.717 3.342 0.33
H -0.050 -1.971 4.239 0.36
H 1.616 -2.304 3.721 0.42
H -1.512 -3.649 2.257 0.38
H -1.140 -2.792 0.763 0.60
H -2.067 -1.482 3.360 0.28
H -3.099 -1.829 1.976 0.49
H -2.213 0.578 2.216 0.39
H -0.630 -0.069 1.773 0.10
H -3.164 -0.234 0.069 0.44
H -1.823 0.878 -0.199 0.25
H -1.582 -0.854 -0.407 0.18
H 0.468 -3.097 -1.600 0.51
H 0.291 -1.267 -3.312 0.48
H 0.548 2.697 -1.554 0.24
H 0.817 6.378 -6.467 0.32
H 0.671 4.666 -6.996 0.31
H -1.430 7.020 -4.779 0.31
H -2.858 7.347 -5.803 0.33
H -1.276 8.033 -6.246 0.25
H 1.883 1.498 -0.459 0.53
H 2.046 -0.332 1.201 0.47

---

97
Properties=species:S:1:pos:R:3:mulliken_charge:R:1 method="wB97M-V/def2-TZVPD" homo_lumo_gap_ha=0.369 total_charge=0 e_homo_ha=-0.3443 total_energy_ev=-47384.2635
C 0.321 -1.508 2.321 -1.31
C 0.307 -0.923 1.024 0.05
C 1.413 -1.325 0.052 0.31
C 1.292 -2.506 -0.493 -0.60
C 2.218 -3.077 -1.565 -1.66
H 0.429 -2.602 2.332 0.36
H -0.461 -1.018 3.003 0.28
H 1.294 -1.339 2.881 0.32
H 0.475 0.100 1.068 0.34
H -0.657 -0.910 0.476 -0.13
H 2.463 -1.441 0.586 0.12
H 1.468 -0.464 -0.770 0.11
H 0.392 -2.623 -1.162 0.07
H 1.291 -3.362 0.020 0.53
H 2.346 -2.248 -2.164 0.50
H 1.789 -3.829 -2.286 0.20
H 3.036 -3.609 -1.111 0.44
C 4.333 1.183 -0.374 -0.49
O 5.691 1.159 -0.804 -0.38
C 5.887 0.678 -2.161 -0.17
C 7.187 0.496 -2.394 -0.36
O 7.668 -0.591 -1.586 -0.27
C 9.040 -0.804 -1.584 -0.73
H 4.411 1.050 0.644 0.35
H 3.747 0.297 -0.703 -0.08
H 3.732 1.974 -0.721 0.42
H 5.463 1.573 -2.635 0.24
H 5.236 -0.190 -1.953 0.11
H 7.783 1.734 -2.219 0.23
H 7.502 0.117 -3.404 0.32
H 9.322 -1.720 -1.032 0.23
H 9.536 0.165 -1.151 0.27
H 9.413 -0.941 -2.534 0.34
C 4.577 3.083 8.018 -0.78
O 3.636 3.195 6.893 -0.32
C 2.669 2.102 6.944 -0.28
C 1.767 2.319 6.017 -0.68
O 2.400 1.922 4.753 -0.35
C 1.700 2.347 3.580 -0.32
H 5.095 2.100 7.717 0.28
H 4.138 2.974 9.011 0.29
H 5.023 3.970 8.263 0.32
H 2.158 2.304 7.980 0.28
H 3.193 1.166 6.967 0.39
H 1.140 3.254 6.115 0.31
H 0.954 1.598 6.051 0.37
H 0.656 1.857 3.293 -0.13
H 2.265 2.107 2.721 0.22
H 1.653 3.428 3.635 0.39
C -5.276 -3.622 -4.556 -0.82
O -3.979 -3.437 -5.061 -0.31
C -2.909 -4.246 -4.367 -0.94
C -1.649 -3.890 -4.676 -0.60
O -1.255 -2.743 -3.882 -0.21
C 0.059 -2.142 -4.075 -0.78
H -6.020 -3.355 -5.351 0.26
H -5.431 -3.137 -3.665 0.37
H -5.604 -4.741 -4.288 0.27
H -2.982 -5.252 -4.649 0.59
H -3.063 -4.466 -3.418 0.63
H -1.410 -3.723 -5.824 0.29
H -0.989 -4.642 -4.531 0.44
H 0.301 -1.566 -3.148 0.02
H 0.086 -1.396 -5.024 0.23
H 0.682 -2.950 -4.112 0.50
C -4.783 -0.118 2.070 -1.31
O -3.902 0.905 2.673 -0.42
C -2.814 1.333 1.847 -0.08
C -1.993 2.110 2.476 -0.15
O -2.680 3.301 2.934 -0.38
C -1.810 4.389 3.266 -0.85
H -5.624 -0.284 2.541 0.50
H -4.169 -1.062 2.135 0.28
H -5.194 -0.042 1.252 0.63
H -3.420 1.706 1.029 0.39
H -2.335 0.604 1.310 0.06
H -1.172 2.446 1.912 0.53
H -1.378 1.617 3.379 -0.08
H -1.280 4.676 2.376 0.29
H -1.287 4.045 4.087 0.24
H -2.216 5.158 3.682 0.48
C -2.784 0.011 -1.774 -0.17
O -3.687 0.778 -2.563 -0.42
C -4.696 -0.102 -3.046 0.06
C -5.699 0.644 -3.594 -0.65
O -6.592 1.266 -2.596 -0.26
C -7.501 2.129 -3.158 -0.81
H -2.349 -0.890 -2.449 -0.04
H -3.320 -0.393 -0.930 0.17
H -1.865 0.610 -1.492 0.27
H -5.225 -0.778 -2.242 0.20
H -4.352 -0.827 -3.785 0.23
H -6.417 0.168 -4.317 0.30
H -5.133 1.436 -4.239 0.25
H -7.002 2.970 -3.768 0.29
H -7.921 2.626 -2.329 0.28
H -8.349 1.654 -3.623 0.30

---

13
Properties=species:S:1:pos:R:3:mulliken_charge:R:1 method="wB97M-V/def2-TZVPD" relative_energy_kcal_mol=127.00 homo_lumo_gap_ha=0.346 total_charge=0 e_homo_ha=-0.3072 total_energy_ev=-7226.8203
C 1.445 -1.642 1.945 -0.81
C -0.475 -0.426 1.264 -0.43
N 0.731 -0.746 1.027 0.41
N -0.669 1.066 -1.133 -0.74
O 1.408 -0.355 0.006 -0.82
H 2.408 -1.196 2.191 0.28
H 0.864 -1.789 2.854 0.29
H 1.616 -2.601 1.456 0.27
H -1.253 0.779 0.315 0.47
H -0.960 -0.793 2.155 0.20
H 0.246 0.620 -0.898 0.37
H -0.506 1.979 -1.546 0.25
H -1.147 0.473 -1.801 0.26

---

5
Properties=species:S:1:pos:R:3:mulliken_charge:R:1 method="wB97M-V/def2-TZVPD" relative_energy_kcal_mol=110.14 homo_lumo_gap_ha="0.308 / 0.296" total_charge=0 e_homo_ha="-0.3576 / -0.3293" total_energy_ev=-37380.3821
N -2.987 0.008 0.445 -0.01
S -1.789 0.148 1.442 -0.04
Cl -3.766 1.227 -0.551 0.01
Cl -3.633 -1.449 -0.250 0.03
H 0.131 -0.908 0.308 0.01